Entry 1:
C46H60N3O4PRbSbSi2 as an isolated structure. Source: the Open Molecules 2025 dataset; level of theory: ωB97M-V/def2-TZVPD.

Each line ends with the Löwdin charge.
Element x y z (Å)
1 Sb -3.4847 5.0427 3.5551  1.29
2 Rb 1.5632 -0.0955 -1.2931  0.70
3 P -0.5656 -3.3687 -2.0617  1.16
4 Si 3.4549 3.3562 0.1603  0.39
5 Si 1.2602 3.9622 -1.9117  0.37
6 O -4.2579 3.8483 -1.0342  0.07
7 O 0.3581 -0.4069 1.2846  -0.10
8 O 0.4824 -4.4371 2.3442  -0.11
9 O 3.1277 -2.3361 -2.0663  -0.21
10 N 2.8145 -1.3656 1.2677  0.04
11 N 0.4961 -5.5274 -0.2181  0.12
12 N 1.6941 -2.1643 1.5080  0.07
13 C -1.2372 6.8964 2.3184  -0.19
14 C 0.8759 -3.3335 -4.4354  -0.08
15 C -1.8527 -4.4138 2.9074  -0.05
16 C 3.5347 -3.3245 -1.4246  -0.48
17 C -1.4160 -3.9323 -4.7942  -0.12
18 C -0.5837 -3.8014 2.5275  -0.39
19 C 3.7871 -1.9127 0.6553  -0.13
20 C -1.7950 -1.9438 -2.1655  -0.36
21 C 0.4542 -1.5808 1.6364  -0.43
22 C -0.8309 -5.6810 -0.5596  -0.33
23 C 4.3807 -4.3425 0.6578  -0.08
24 C -2.9941 -2.3289 3.0846  -0.14
25 C -2.5728 5.8688 5.3962  -0.44
26 C 3.8654 -3.2342 -0.0255  -0.17
27 C -2.3010 5.8435 1.9613  -0.50
28 C 4.2953 -5.6595 -1.3201  -0.13
29 C -1.3919 5.0751 5.9906  -0.20
30 C -3.8803 3.7995 0.0101  0.01
31 C -3.6719 -6.0307 -1.1552  -0.12
32 C -0.3648 -3.6418 -3.8953  -0.36
33 C 0.0221 -3.8075 -6.6555  -0.12
34 C 2.7734 3.0876 -1.4897  -0.43
35 C -3.1100 -0.2186 -1.0315  -0.09
36 C -3.1414 0.5543 -2.1874  -0.11
37 C -2.9788 -6.8257 -0.2606  -0.13
38 C -1.5905 -4.7915 -1.4176  -0.28
39 C 4.8638 2.0797 0.6001  -0.19
40 C -2.9238 -5.0095 -1.7458  -0.13
41 C -0.6963 -2.3723 2.2075  -0.07
42 C -2.4738 -1.4206 -1.0020  -0.06
43 C -0.2152 2.9894 -1.1174  -0.19
44 C -2.6984 3.0321 3.4983  -0.48
45 C -1.8530 -1.7159 2.5800  -0.08
46 C -1.8591 -1.2309 -3.2626  -0.13
47 C -1.6443 -6.6359 0.0757  -0.05
48 C -1.2249 2.9020 3.2733  -0.18
49 C 4.1502 5.1084 0.7207  -0.22
50 C -1.2204 -4.1117 -6.1179  -0.12
51 C -2.9412 -3.6739 3.2322  -0.17
52 C -2.5711 0.0181 -3.3068  -0.07
53 C 2.2387 3.1871 1.6629  -0.20
54 C 3.8092 -4.5911 -2.0040  -0.06
55 C 4.6147 -5.5806 0.0560  -0.13
56 C 1.0274 5.7938 -1.3405  -0.20
57 C 1.0041 4.1145 -3.8477  -0.20
58 C 1.0393 -3.3382 -5.8492  -0.08
59 H -3.9248 -4.1200 3.5622  0.11
60 H -3.1101 2.5804 4.4143  0.04
61 H -1.0726 5.5454 6.8692  0.03
62 H 1.8382 6.4613 -1.5667  0.00
63 H -0.4822 4.9397 5.4055  0.05
64 H 4.6499 -1.1643 0.5512  0.13
65 H -2.4246 -2.0188 -0.0540  0.12
66 H -3.8510 -1.7554 3.2479  0.07
67 H -3.5498 -7.5346 0.2841  0.08
68 H 1.6999 -3.1345 1.7856  0.10
69 H 2.0215 -3.0423 -6.2468  0.10
70 H 4.6886 -6.5058 -1.8224  0.07
71 H -1.3438 -1.4579 -4.1550  0.09
72 H 5.2261 5.2143 0.5618  0.00
73 H -4.7344 -6.1108 -1.3047  0.08
74 H -1.6417 4.0006 6.1381  0.07
75 H -3.1975 2.5964 2.6602  0.00
76 H 1.6744 4.8275 -4.2359  -0.02
77 H 0.1797 2.4154 -0.2244  0.01
78 H 1.0157 5.6888 -0.2041  0.03
79 H 4.4523 1.2597 1.1889  0.00
80 H -1.7936 -5.5005 3.1983  0.11
81 H -3.6456 0.1584 -0.1659  0.10
82 H -1.5792 7.7708 2.8539  0.05
83 H -1.1595 -7.3371 0.8500  0.14
84 H -0.5644 2.1938 -1.8370  0.01
85 H 0.5483 -5.3626 0.8089  0.07
86 H -1.8152 -0.6780 2.4144  0.09
87 H 4.6154 -4.2302 1.7674  0.12
88 H -3.5654 1.5617 -2.1987  0.09
89 H -2.6360 0.5950 -4.2357  0.10
90 H -2.3307 6.9081 5.1402  0.02
91 H 3.5353 2.7779 -2.2215  -0.04
92 H -0.4199 6.5109 2.9058  0.06
93 H -2.3994 -4.1492 -4.3424  0.10
94 H 2.6869 3.6585 2.5676  0.02
95 H 0.1776 -3.7577 -7.7524  0.10
96 H 0.8357 -4.7208 -0.6724  0.00
97 H -3.5549 -4.3238 -2.4103  0.12
98 H 3.9861 5.5306 1.7215  0.00
99 H -3.3645 5.9167 6.1535  0.02
100 H -0.6918 3.2064 4.1621  0.04
101 H -1.0801 3.5554 -0.8185  -0.02
102 H 3.8756 -4.6653 -3.0887  0.10
103 H 1.2641 3.1120 -4.2810  0.02
104 H -3.0262 6.3012 1.2509  0.03
105 H 2.1542 2.0650 1.7671  0.03
106 H -0.7360 7.2444 1.4317  0.05
107 H 3.6357 5.8969 0.1917  -0.02
108 H 5.3184 1.6240 -0.3092  0.02
109 H 1.1841 3.4709 1.5257  -0.02
110 H -0.0194 4.3469 -4.1124  0.00
111 H -1.8288 4.9697 1.4890  0.00
112 H 1.7356 -3.0853 -3.7696  0.09
113 H 4.9733 -6.3754 0.6388  0.06
114 H 0.1100 6.2407 -1.6386  -0.01
115 H -0.8946 1.8552 3.0659  0.09
116 H -0.8832 3.6120 2.4474  0.06
117 H 5.6227 2.5743 1.2008  0.00
118 H -2.0292 -4.5293 -6.7287  0.10

Calculated values
* net charge: -2
* energy relative to the best compared isomer or geometry (same formula, charge and spin): 245.27 kJ/mol
* HOMO level: -2.01 eV

---

Entry 2:
C46H60O4P2PbS3SiTe as an isolated structure. Source: the Open Molecules 2025 dataset; level of theory: ωB97M-V/def2-TZVPD.

Each line ends with the Löwdin charge.
Element x y z (Å)
1 Pb 0.9236 -1.7227 1.5719  0.77
2 Te 2.4225 -0.7805 3.9699  0.34
3 S 1.0780 -4.4816 2.8464  0.36
4 S 2.9946 -3.0607 4.9056  0.12
5 S 2.9066 -5.6927 4.8797  0.26
6 P 1.6842 1.8743 1.3496  1.08
7 P -2.0556 -1.4603 0.4081  1.02
8 Si -0.7059 0.0277 2.9725  0.34
9 O 1.5426 -2.8954 -0.5705  -0.19
10 O 3.6812 -1.7367 -6.3284  0.02
11 O 3.5088 0.3490 -5.2977  0.00
12 O 1.9331 -0.6679 -0.3261  -0.24
13 C 0.9892 3.1443 0.0898  -0.39
14 C -4.2181 0.1694 0.6595  -0.13
15 C 2.6931 -0.4930 -3.0831  0.09
16 C -4.1208 -5.6877 1.1200  -0.20
17 C -3.8920 -1.3041 -3.5488  -0.19
18 C -4.3613 -3.0794 1.3441  -0.20
19 C 4.9080 3.6991 -0.0356  -0.21
20 C -1.2528 -1.3196 -2.2526  -0.21
21 C 3.1139 -0.6504 -4.3970  -0.16
22 C -1.2189 -1.0542 4.4099  -0.27
23 C -3.7687 -1.6883 -2.0475  -0.19
24 C -0.2939 3.9418 0.4658  -0.19
25 C -2.4863 -4.2341 -0.0043  -0.20
26 C -2.6191 -1.6654 -4.3249  -0.22
27 C 0.0677 1.6592 3.5941  -0.39
28 C -2.3115 0.7591 2.1728  -0.26
29 C -2.5087 -1.0530 -1.3657  -0.41
30 C -4.7961 1.4556 0.9054  -0.10
31 C 0.7990 2.3812 -1.2012  -0.25
32 C 2.6655 -2.9542 -3.0078  -0.01
33 C -1.1184 3.9820 -1.8727  -0.20
34 C 0.1802 3.2601 5.4790  -0.08
35 C -2.8614 -3.0428 0.9566  -0.43
36 C 6.0977 2.7645 0.0640  -0.21
37 C -2.9620 -0.0915 1.2268  -0.39
38 C 2.4292 -1.7136 -2.4150  -0.12
39 C -0.8200 4.7873 -0.6503  -0.24
40 C 3.1913 -1.9051 -5.0652  -0.21
41 C 3.4824 2.2203 1.5732  -0.42
42 C 3.9879 3.6539 1.2310  -0.21
43 C 0.1795 3.1893 -2.3580  -0.17
44 C -2.6699 -5.5329 0.7344  -0.22
45 C -4.6276 -4.4658 1.9995  -0.18
46 C 1.5885 3.5893 3.5811  -0.11
47 C -0.3612 2.1007 4.8246  -0.13
48 C 1.0446 2.4509 2.9590  -0.40
49 C 3.8898 -0.3361 -6.4793  -0.17
50 C -2.9668 2.0045 2.4160  -0.10
51 C 2.1589 -4.3893 4.0993  -1.86
52 C 1.9226 -1.7512 -1.0035  -0.66
53 C 1.2436 3.9294 4.8741  -0.12
54 C -4.1290 2.3967 1.7252  -0.11
55 C 3.0575 -3.0686 -4.3418  0.01
56 C 5.8031 1.3648 0.6856  -0.18
57 C 4.3030 1.0666 0.8056  -0.21
58 C -1.4395 -0.9720 -3.7247  -0.21
59 H -4.4255 -6.5951 1.6734  0.10
60 H 4.5483 4.0689 2.0745  0.10
61 H -2.2773 -3.2549 1.9151  0.12
62 H -4.6191 -2.2751 2.0695  0.11
63 H -1.3783 4.6092 -2.7319  0.09
64 H -5.6473 -4.6921 2.2755  0.09
65 H -4.7332 -1.5343 -1.4586  0.10
66 H -0.5643 -1.3206 -4.2933  0.11
67 H -0.1112 2.4726 -3.1370  0.09
68 H -0.5982 -0.7835 5.2755  0.01
69 H -1.9782 -5.6822 1.5452  0.11
70 H -2.5841 2.7390 3.1548  0.10
71 H -4.0729 -0.2417 -3.5562  0.10
72 H -4.7446 -0.5657 0.0683  0.06
73 H -0.0745 5.5499 -0.9020  0.11
74 H -1.0969 -2.1009 4.2067  0.00
75 H -4.7567 -1.8479 -3.9088  0.09
76 H 4.1605 0.0830 1.2825  0.07
77 H 2.5064 0.4861 -2.6185  0.11
78 H 1.8283 3.8717 -0.0775  0.10
79 H 1.7530 4.7492 5.3699  0.09
80 H -4.7556 -5.7160 0.2268  0.10
81 H 5.2444 4.7522 -0.1791  0.11
82 H -3.6785 -2.7621 -2.0063  0.07
83 H 6.8534 3.2125 0.6535  0.08
84 H -4.5913 3.3851 1.8030  0.09
85 H 4.2727 3.4155 -0.8901  0.10
86 H 3.1328 4.3404 1.0715  0.07
87 H -0.1792 3.5084 6.4907  0.09
88 H -5.8397 1.5890 0.5956  0.08
89 H 2.2776 -3.7792 -2.4771  0.10
90 H -1.5259 0.0890 -3.8728  0.10
91 H 3.2885 -3.9859 -4.7759  0.09
92 H -1.0302 -2.4036 -2.1807  0.12
93 H -4.0090 -4.5486 2.9065  0.11
94 H 6.5008 2.6067 -0.9408  0.10
95 H 6.3128 1.3280 1.6509  0.10
96 H 1.7363 2.0041 -1.5967  0.07
97 H -2.2484 -0.8375 4.6610  0.01
98 H 6.2356 0.5877 0.0470  0.10
99 H -1.4383 -4.0564 -0.2904  0.11
100 H -1.2037 1.6623 5.3436  0.09
101 H 3.3571 0.0439 -7.3339  0.12
102 H 2.3690 4.1974 3.1224  0.09
103 H -4.9852 -2.8768 0.4893  0.08
104 H 0.8921 3.8495 -2.8300  0.09
105 H -1.9858 3.2919 -1.7317  0.12
106 H -1.7000 5.3443 -0.3822  0.10
107 H -0.0938 4.5919 1.3080  0.10
108 H 3.8963 0.8914 -0.1753  0.07
109 H -2.6127 0.0486 -1.3877  0.11
110 H 4.9501 -0.1429 -6.6163  0.13
111 H -2.5294 -2.7241 -4.3510  0.10
112 H -2.4490 -6.3112 0.0262  0.10
113 H -0.4139 -0.8175 -1.8093  0.07
114 H -3.1280 -4.1733 -0.8846  0.09
115 H 3.6318 2.0313 2.6429  0.08
116 H 0.1887 1.4530 -1.0924  0.11
117 H -1.0759 3.2323 0.7274  0.10
118 H -2.7064 -1.3271 -5.3873  0.11

Calculated values
* net charge: -2
* energy relative to the best compared isomer or geometry (same formula, charge and spin): 0.00 kJ/mol
* HOMO level: -0.41 eV